Record 1
Density functional theory data (ωB97M-V with the def2-TZVPD basis set) for the molecule C8H10FNO2Si in a non-equilibrium geometry.

```
! wB97M-V def2-TZVPD RIJCOSX def2/J DEFGRID3
* xyz 0 1
C -0.040 -0.074 -3.058
Si -0.902 -0.865 -1.536
C -0.770 -2.706 -1.538
F -2.499 -0.473 -1.415
C -0.262 -0.168 0.066
C 0.975 -0.472 0.594
C 1.427 0.260 1.634
C 0.637 1.304 2.204
N 1.105 2.071 3.466
O 2.175 1.687 3.937
O 0.409 2.987 3.837
C -0.545 1.659 1.647
C -0.901 0.978 0.511
H 1.060 -0.006 -3.032
H -0.376 0.957 -3.170
H -0.393 -0.563 -3.955
H -1.214 -3.092 -2.440
H -1.276 -3.055 -0.646
H 0.235 -3.098 -1.425
H 1.704 -1.203 0.164
H 2.404 0.208 2.183
H -1.123 2.486 1.932
H -1.830 1.180 0.040
*
```

Summary:
HOMO energy: -10.0 eV
E_tot: -905.41970 a.u.
gap between HOMO and LUMO: 9.55 eV
ΔE to the lowest compared entry with this formula, charge and spin: 0.355 eV
SMILES: C[Si](C)(F)c1ccc([N+](=O)[O-])cc1

These are the natural (NBO) partial charges, in e, on atoms 1 to 2: -1.13, 1.92


Record 2
Density functional theory data (ωB97M-V with the def2-TZVPD basis set) for a cluster of 12 separate species, C21H69N21O12 in total in a non-equilibrium geometry.

```
! wB97M-V def2-TZVPD RIJCOSX def2/J DEFGRID3
* xyz 0 1
C 5.752 -2.532 4.901
O 5.331 -2.870 6.250
C 6.102 -3.846 6.945
C 6.343 -5.139 6.165
C 5.089 -5.941 5.733
N 7.054 -6.010 7.098
H 5.234 -1.595 4.698
H 5.349 -3.223 4.161
H 6.818 -2.603 4.685
H 7.003 -3.301 7.226
H 5.484 -4.076 7.813
H 6.836 -4.739 5.279
H 5.305 -6.612 4.901
H 4.462 -5.205 5.230
H 4.522 -6.503 6.475
H 6.496 -6.390 7.850
H 7.694 -5.484 7.675
C -1.953 -2.788 -6.129
O -1.506 -1.521 -6.621
C -0.715 -1.770 -7.791
C -0.568 -0.405 -8.538
C 0.366 0.617 -7.809
N -1.793 0.368 -8.692
H -2.797 -3.108 -6.739
H -2.435 -2.600 -5.170
H -1.178 -3.508 -5.865
H 0.251 -2.210 -7.544
H -1.254 -2.486 -8.412
H -0.148 -0.545 -9.534
H -0.103 0.881 -6.861
H 0.542 1.559 -8.328
H 1.303 0.187 -7.454
H -1.395 1.274 -8.490
H -2.349 0.107 -7.890
C -1.730 -5.415 2.838
O -1.919 -6.762 2.522
C -1.816 -7.625 3.600
C -1.185 -8.977 3.252
C -2.004 -9.740 2.203
N -1.307 -9.816 4.420
H -2.320 -5.165 3.719
H -1.940 -4.826 1.945
H -0.720 -5.116 3.120
H -1.364 -7.073 4.424
H -2.839 -7.828 3.918
H -0.155 -8.975 2.894
H -2.178 -9.200 1.272
H -3.065 -9.750 2.453
H -1.612 -10.744 2.041
H -2.222 -10.161 4.671
H -0.760 -10.664 4.439
N -6.617 2.197 2.420
C -7.190 3.182 1.815
N -7.329 4.115 2.658
O -7.569 3.200 0.647
H -6.638 1.414 1.783
H -6.070 2.123 3.266
H -7.765 4.981 2.375
H -7.157 3.950 3.640
N -3.195 9.192 2.792
C -4.054 9.774 1.966
N -5.100 10.276 2.557
O -3.963 9.691 0.746
H -2.412 8.647 2.461
H -3.120 9.593 3.715
H -5.829 10.660 1.974
H -5.344 10.119 3.525
N 3.579 5.888 4.859
C 4.398 6.817 4.536
N 4.544 7.622 5.539
O 5.012 6.885 3.479
H 3.457 5.095 4.246
H 2.893 6.168 5.546
H 5.176 8.401 5.423
H 4.002 7.480 6.379
N -0.884 1.996 -1.161
C 0.315 1.540 -0.753
N 0.914 0.864 -1.664
O 0.865 1.736 0.309
H -1.306 2.626 -0.494
H -1.307 1.604 -1.990
H 1.890 0.917 -1.411
H 0.565 0.696 -2.597
N 0.171 1.070 7.028
C -0.869 1.486 7.579
N -0.664 1.644 8.822
O -1.947 1.678 7.069
H 1.066 0.835 7.432
H 0.144 0.982 6.022
H 0.312 1.629 9.081
H -1.431 1.555 9.473
N 7.745 3.230 -4.524
C 7.257 3.138 -3.277
N 7.116 4.311 -2.804
O 6.999 2.080 -2.743
H 7.857 4.128 -4.972
H 7.997 2.360 -4.971
H 7.267 5.127 -3.380
H 6.762 4.465 -1.870
N -9.069 1.034 -5.168
C -8.134 0.390 -5.802
N -7.052 0.386 -5.086
O -8.298 -0.178 -6.850
H -9.985 0.750 -5.484
H -8.876 1.414 -4.252
H -7.225 0.874 -4.219
H -6.231 -0.079 -5.446
N 7.560 -5.384 -6.047
C 7.551 -4.093 -5.594
N 7.356 -4.150 -4.270
O 7.816 -3.073 -6.188
H 7.444 -6.079 -5.323
H 7.626 -5.715 -6.999
H 7.421 -3.243 -3.829
H 7.079 -5.007 -3.814
N -6.823 6.773 -6.897
C -6.882 6.567 -5.626
N -5.696 6.392 -5.089
O -7.963 6.688 -5.031
H -5.937 6.794 -7.381
H -7.746 6.909 -7.282
H -4.914 6.402 -5.729
H -5.572 6.315 -4.090
*
```

Summary:
HOMO energy: -9.0 eV
E_tot: -2894.27562 a.u.
gap between HOMO and LUMO: 9.03 eV
ΔE to the lowest compared entry with this formula, charge and spin: 9.907 eV
SMILES: COC[C@H](C)N.COC[C@H](C)N.COC[C@H](C)N.NC(N)=O.NC(N)=O.NC(N)=O.NC(N)=O.NC(N)=O.NC(N)=O.NC(N)=O.NC(N)=O.NC(N)=O

These are the Mulliken partial charges, in e, on atoms 1 to 2: -0.77, -0.36


Record 3
Density functional theory data (ωB97M-V with the def2-TZVPD basis set) for the molecule C2H6N4S in a non-equilibrium geometry.

```
! wB97M-V def2-TZVPD RIJCOSX def2/J DEFGRID3
* xyz 0 1
H -2.793 0.502 0.522
N -1.628 0.294 0.442
C -1.159 -0.293 -0.575
N 0.219 -0.407 -0.765
S 0.976 -1.512 -2.005
C 0.975 0.675 -0.400
N 1.235 1.178 0.756
N 0.721 0.652 1.746
H -1.811 -0.764 -1.461
H 1.319 -2.394 -1.157
H 1.667 0.838 -1.242
H -0.119 -0.131 1.550
H 0.398 1.363 2.590
*
```

Summary:
HOMO energy: -7.7 eV
E_tot: -696.85757 a.u.
gap between HOMO and LUMO: 7.94 eV
ΔE to the lowest compared entry with this formula, charge and spin: 4.585 eV
SMILES: [H]/N=C/N(S)/C=N\N

These are the natural (NBO) partial charges, in e, on atoms 1 to 2: 0.39, -0.74


Record 4
Density functional theory data (ωB97M-V with the def2-TZVPD basis set) for a cluster of 14 separate species, C14H56N8O14 in total in a non-equilibrium geometry.

```
! wB97M-V def2-TZVPD RIJCOSX def2/J DEFGRID3
* xyz 1 2
C 3.869 -2.995 1.696
O 4.832 -2.514 0.803
H 3.059 -3.512 1.182
H 4.359 -3.504 2.526
H 3.339 -2.125 2.083
H 4.752 -3.001 -0.020
C 0.153 2.078 2.786
O 0.209 1.856 4.146
H -0.705 1.580 2.335
H 0.036 3.149 2.622
H 1.068 1.779 2.274
H -0.671 1.577 4.410
C 3.646 0.675 2.842
O 2.926 0.037 3.894
H 4.651 0.330 2.603
H 3.154 0.384 1.914
H 3.542 1.759 2.887
H 2.352 0.697 4.290
C -3.126 3.184 -3.018
O -2.395 2.064 -2.550
H -4.169 3.134 -2.704
H -2.808 4.122 -2.563
H -3.134 3.106 -4.105
H -2.589 1.392 -3.207
C 2.445 -3.145 -1.822
O 2.286 -4.482 -1.366
H 1.747 -2.420 -1.403
H 3.507 -2.909 -1.759
H 2.307 -3.018 -2.896
H 2.356 -5.029 -2.152
C -0.262 -3.985 0.828
O -1.304 -3.264 1.440
H 0.755 -3.685 1.079
H -0.340 -5.057 1.011
H -0.163 -3.842 -0.248
H -2.107 -3.787 1.379
C 0.224 0.411 -3.866
O 0.480 -0.027 -5.199
H 0.001 1.478 -3.866
H -0.625 -0.116 -3.431
H 1.088 0.041 -3.314
H -0.058 0.455 -5.831
C 2.281 4.140 -3.054
O 2.615 2.781 -3.399
H 2.262 4.359 -1.986
H 3.002 4.778 -3.563
H 1.298 4.322 -3.487
H 2.373 2.289 -2.611
C 3.906 0.379 -1.425
O 3.459 1.624 -0.877
H 3.217 -0.418 -1.145
H 3.915 0.431 -2.513
H 4.941 0.205 -1.132
H 2.588 1.465 -0.507
C -2.792 -2.988 -2.084
O -3.136 -4.327 -1.736
H -1.971 -2.567 -1.505
H -2.522 -2.992 -3.140
H -3.620 -2.297 -1.923
H -3.333 -4.240 -0.800
C -2.915 4.093 0.649
O -3.542 3.142 0.371
N -1.662 4.211 0.414
N -3.328 5.223 1.163
H -1.317 5.142 0.603
H -1.222 3.617 -0.274
H -4.280 5.286 1.496
H -2.579 5.821 1.480
C 0.204 -2.188 4.642
O 0.321 -1.652 5.708
N -0.711 -1.786 3.811
N 1.019 -3.036 4.128
H -0.682 -2.095 2.850
H -1.328 -1.105 4.228
H 0.541 -3.410 3.320
H 1.731 -3.480 4.689
C -4.829 -0.002 0.150
O -5.318 -1.093 0.199
N -4.780 0.806 1.113
N -4.280 0.518 -0.868
H -5.208 0.626 2.010
H -4.431 1.736 0.929
H -4.472 -0.080 -1.660
H -3.690 1.337 -0.898
C 0.099 0.208 -0.180
O 0.620 0.985 -0.853
N 0.827 -0.703 0.510
N -1.139 0.096 0.091
H 1.750 -0.493 0.157
H 0.484 -1.506 1.017
H -1.321 -0.730 0.644
H -1.729 0.699 -0.463
*
```

Summary:
HOMO energy (spin up / spin down): -11.4 / -11.4 eV
E_tot: -2057.91057 a.u.
gap between HOMO and LUMO (spin up / spin down): 8.37 / 2.44 eV
ΔE to the lowest compared entry with this formula, charge and spin: 1.363 eV

These are the Mulliken partial charges, in e, on atoms 1 to 2: -0.14, -0.50


Record 5
Density functional theory data (ωB97M-V with the def2-TZVPD basis set) for the molecule C17H20N2O2S in a non-equilibrium geometry.

```
! wB97M-V def2-TZVPD RIJCOSX def2/J DEFGRID3
* xyz 0 1
C 1.422 -2.867 1.818
C 1.391 -1.866 3.047
O 2.601 -1.948 3.837
C 0.089 -2.052 3.940
N -1.129 -2.323 3.145
C -2.167 -1.273 3.273
C -2.427 -0.476 1.915
O -2.126 0.936 2.141
C -1.550 1.452 0.981
C -2.335 2.363 0.127
C -1.813 2.912 -1.116
C -0.456 2.572 -1.589
C 0.329 1.688 -0.695
C -0.191 1.146 0.546
S 2.014 1.296 -1.308
C 1.669 1.080 -3.098
C 2.301 0.026 -3.870
C 1.961 -0.129 -5.281
C 0.982 0.799 -5.865
C 0.352 1.873 -5.078
C 0.686 2.041 -3.654
N 0.088 3.088 -2.835
H 1.049 -3.886 2.109
H 0.822 -2.476 0.954
H 2.479 -2.985 1.452
H 1.355 -0.811 2.653
H 3.009 -1.067 3.793
H 0.024 -1.144 4.597
H 0.244 -2.941 4.620
H -1.565 -3.182 3.482
H -3.117 -1.779 3.619
H -1.946 -0.484 4.041
H -3.506 -0.626 1.613
H -1.822 -0.902 1.066
H -3.365 2.623 0.463
H -2.408 3.607 -1.763
H 0.417 0.465 1.186
H 3.015 -0.666 -3.353
H 2.432 -0.964 -5.848
H 0.727 0.626 -6.942
H -0.396 2.543 -5.574
H 0.860 3.711 -2.547
*
```

Summary:
HOMO energy: -8.3 eV
E_tot: -1317.84902 a.u.
gap between HOMO and LUMO: 8.91 eV
ΔE to the lowest compared entry with this formula, charge and spin: 4.914 eV
SMILES: C[C@H](O)CNCCOc1ccc2c(c1)Sc1ccccc1N2

These are the natural (NBO) partial charges, in e, on atoms 1 to 2: -0.64, 0.10


Record 6
Density functional theory data (ωB97M-V with the def2-TZVPD basis set) for a structure of composition C17H46F6HfN5O31S11 in a non-equilibrium geometry.

```
! wB97M-V def2-TZVPD RIJCOSX def2/J DEFGRID3
* xyz 1 1
Hf 0.246 -2.718 -0.891
N 2.223 -3.680 -1.195
S 3.716 -3.481 -1.765
O 4.021 -3.880 -3.101
O 4.774 -3.388 -0.818
F 3.366 -1.914 -1.998
S 2.590 -5.371 -0.865
O 3.538 -5.742 0.135
O 2.364 -6.273 -1.931
F 1.199 -5.485 -0.035
N 1.104 -0.672 -0.535
S 1.066 0.258 0.936
O -0.209 0.906 1.032
O 2.249 0.872 1.428
F 0.861 -0.912 1.951
S 1.685 0.699 -1.274
O 3.094 0.958 -1.272
O 0.764 1.748 -1.512
F 1.590 -0.027 -2.708
N -1.756 -2.215 -1.786
S -3.226 -3.070 -2.130
O -3.613 -3.211 -3.490
O -4.157 -2.784 -1.105
F -2.631 -4.488 -1.712
S -2.304 -0.924 -2.621
O -3.511 -0.271 -2.236
O -1.938 -0.998 -4.006
F -1.207 0.053 -2.031
C -0.971 3.279 -5.590
N -0.760 3.211 -4.143
O -1.005 2.157 -3.590
O -0.301 4.184 -3.592
H -2.018 3.143 -5.853
H -0.456 2.423 -6.026
H -0.592 4.178 -6.064
C 1.066 5.071 -0.321
N 2.104 4.220 0.369
O 1.739 3.515 1.288
O 3.243 4.339 -0.022
H 0.164 4.903 0.268
H 0.999 4.752 -1.353
H 1.228 6.119 -0.078
O 1.795 3.784 8.010
S 2.219 3.626 6.653
O 3.204 2.614 6.355
O 0.937 3.232 5.734
C 0.270 1.994 5.935
C 0.825 0.941 4.987
C 2.502 5.219 5.860
H -0.761 2.188 5.630
H 0.252 1.734 6.994
H 0.811 1.254 3.943
H 0.255 0.008 4.959
H 1.854 0.735 5.279
H 1.495 5.603 5.692
H 2.970 5.291 4.882
H 3.002 5.825 6.612
O -0.250 -3.054 -5.370
S 0.789 -2.395 -4.644
O 0.728 -2.275 -3.190
O 2.157 -3.132 -4.953
C 2.405 -3.573 -6.304
C 3.544 -4.541 -6.486
C 1.096 -0.792 -5.354
H 2.502 -2.684 -6.940
H 1.498 -3.987 -6.749
H 3.633 -5.119 -5.561
H 4.531 -4.139 -6.692
H 3.255 -5.278 -7.233
H 0.369 -0.141 -4.859
H 0.861 -0.887 -6.409
H 2.072 -0.430 -5.045
O -1.610 -1.188 3.211
S -2.154 -1.467 1.912
O -1.258 -1.887 0.831
O -3.202 -2.633 1.961
C -4.089 -2.721 3.086
C -4.574 -4.182 3.213
C -3.153 -0.061 1.357
H -5.023 -2.208 2.839
H -3.714 -2.307 4.018
H -4.962 -4.619 2.292
H -5.395 -4.145 3.927
H -3.771 -4.869 3.481
H -3.323 -0.163 0.288
H -2.633 0.837 1.682
H -4.086 -0.107 1.919
O -5.568 6.861 -0.754
S -4.726 6.056 -1.601
O -3.647 6.703 -2.316
O -4.052 4.906 -0.695
C -2.963 4.174 -1.318
C -2.419 3.334 -0.167
C -5.805 4.996 -2.641
H -2.244 4.860 -1.762
H -3.238 3.553 -2.179
H -1.799 2.501 -0.501
H -3.175 2.862 0.457
H -1.850 4.090 0.372
H -6.340 4.308 -1.995
H -5.134 4.466 -3.311
H -6.459 5.696 -3.154
O 0.984 -3.254 1.385
S 1.871 -3.513 2.515
O 2.510 -4.805 2.544
O 3.003 -2.392 2.515
C 4.093 -2.468 3.467
C 4.111 -1.174 4.252
C 0.974 -3.182 4.033
H 4.974 -2.604 2.839
H 4.047 -3.367 4.084
H 3.390 -1.249 5.068
H 3.977 -0.279 3.651
H 5.070 -1.047 4.760
H 1.497 -3.442 4.949
H 0.088 -3.820 3.993
H 0.621 -2.153 3.995
*
```

Summary:
HOMO energy: -12.2 eV
E_tot: -8308.14915 a.u.
gap between HOMO and LUMO: 6.30 eV
ΔE to the lowest compared entry with this formula, charge and spin: 0.000 eV

These are the Mulliken partial charges, in e, on atoms 1 to 2: 1.64, 0.03


The lowest ΔE to the lowest compared entry with this formula, charge and spin belongs to which entry? C17H46F6HfN5O31S11